C23H28N2O2S | ωB97M-V with the def2-TZVPD basis set

Last column: Löwdin charge in e.
Element x y z (Å)
C1 -8.921916 0.104094 1.016433  -0.100
H1 -9.140558 0.354095 -0.078001  0.096
C2 -7.292897 0.151394 0.986565  -0.202
C3 -6.809616 -1.008412 0.031819  -0.274
H2 -7.214504 -2.145611 0.161183  0.183
H3 -7.243416 -0.830642 -0.905467  0.082
C4 -5.427209 -1.131221 0.295925  -0.168
N1 -4.803563 -2.133046 -0.682710  -0.289
C5 -3.509878 -2.492675 -0.218661  -0.192
H4 -3.134446 -3.485477 -0.646182  0.143
H5 -3.560663 -2.533246 0.966278  0.147
C6 -2.428878 -1.399367 -0.501833  -0.148
O1 -1.255762 -2.372041 -1.151229  -0.168
H6 -0.536369 -1.490446 -1.197730  0.159
H7 -2.710086 -0.717533 -1.192064  0.075
C7 -1.894076 -0.867330 1.028244  -0.030
N2 -0.821468 0.026898 0.673175  -0.081
C8 0.446437 -0.056518 0.608520  0.050
C9 1.221864 1.259956 0.050349  -0.132
C10 2.481494 1.415126 0.019029  -0.081
C11 3.444912 0.452051 -0.041020  -0.082
C12 4.763680 0.909106 -0.050361  -0.398
O2 5.232473 2.044540 -0.501379  -0.039
C13 5.811206 -0.201904 0.151472  -0.568
C14 7.224891 0.044108 -0.450626  0.029
C15 8.019256 -1.291861 0.028955  -0.074
C16 7.129528 -2.522423 0.409573  -0.252
S1 5.509666 -1.707546 0.435933  1.007
H8 7.306853 -3.382504 0.770279  -0.055
H9 9.036999 -1.447789 0.016499  0.021
H10 7.686199 0.912613 -0.564403  0.017
H11 3.251447 -0.581878 0.232030  0.066
H12 2.836607 2.401799 -0.391706  0.162
C17 0.051762 1.997492 -0.091222  -0.184
C18 0.028586 3.392199 -0.465949  0.035
C19 -1.107436 4.314070 -0.507948  0.028
C20 -2.318031 3.470607 -0.399767  -0.022
C21 -2.363133 2.164850 0.439208  0.027
C22 -1.161707 1.525481 0.265958  -0.131
H13 -3.405976 1.779896 0.514911  0.095
H14 -3.194073 3.932283 -0.138041  0.038
H15 -1.319914 5.217988 -0.616113  0.012
H16 0.883229 3.924553 -0.685219  0.074
H17 0.863589 -1.094734 0.809032  0.159
H18 -2.770202 -0.335620 1.370280  0.101
H19 -1.199610 -1.666420 1.513904  0.171
C23 -4.836235 -2.184256 -1.956850  -0.206
H20 -4.282996 -3.073679 -2.412305  0.136
H21 -5.947150 -2.030872 -2.364031  0.117
H22 -4.628926 -1.087069 -2.378456  0.113
H23 -5.020705 -1.031827 1.133079  0.020
H24 -4.917248 -0.007553 -0.317769  0.191
H25 -6.859973 1.107775 0.670763  0.097
H26 -7.084518 -0.260178 2.135358  0.157
H27 -9.255586 0.775706 1.737340  0.028
H28 -9.352062 -0.769722 1.395090  0.040

Forces on the atoms, in the same order (eV/Å):
C 3.281 1.605 -3.024
H -0.767 -0.330 1.746
C -2.869 -4.186 2.953
C -3.496 -1.569 3.265
H 0.134 2.577 0.718
H 0.563 0.668 -1.886
C 1.774 1.798 -14.629
N 0.712 -1.504 10.733
C 1.332 -0.075 2.735
H -0.601 1.348 0.688
H 0.114 -0.601 -2.294
C 3.032 -6.693 3.874
O 0.872 7.345 1.446
H -2.435 -4.255 -0.306
H -0.524 2.595 -1.940
C 2.550 -1.954 -4.403
N -2.522 5.997 -0.233
C 4.485 -0.923 -1.167
C -10.279 -6.442 3.102
C 6.546 1.842 -3.069
C -0.715 0.459 1.813
C 4.110 2.017 -2.962
O -2.108 -3.713 2.265
C 5.308 5.971 -4.334
C -3.066 -9.673 5.988
C -6.512 -0.624 -0.716
C -0.772 14.062 -4.171
S -0.026 -6.374 1.889
H 1.234 -6.175 2.420
H 2.179 0.028 -0.324
H 1.661 3.711 -0.742
H -0.077 0.173 -0.138
H -0.127 -0.685 0.975
C 0.237 6.826 -1.728
C -2.170 2.188 0.267
C -0.346 -14.751 0.995
C 2.398 -1.231 4.836
C -0.083 2.974 -5.241
C -0.598 -5.124 2.144
H 1.256 -0.120 0.467
H -2.458 1.647 -0.475
H -0.382 7.945 -1.380
H 2.493 0.381 -0.235
H -0.106 1.503 -0.052
H 0.271 -0.141 1.176
H -2.803 0.528 -0.146
C -3.994 3.295 -8.792
H -0.849 1.593 0.348
H 1.690 -1.552 0.603
H 1.250 -1.481 -0.254
H 2.949 -0.342 7.369
H -1.051 -2.040 1.721
H -0.203 -0.281 0.489
H 0.344 1.733 -2.803
H -0.734 2.060 0.625
H -0.102 -2.031 -0.203

Computed properties:
Frontier orbital gap   6.632 eV
Energy relative to the best compared isomer or geometry (same formula, charge and spin)   474.9 kcal/mol
LUMO   -0.56 eV
HOMO energy   -7.19 eV
Multiplicity   1
Total energy   -42197.369 eV